# 1
Computed, not measured: C21H22N2O5S in the gas phase in a non-equilibrium geometry, with wB97M-V/def2-TZVPD.

Summary:
**Frontier orbital gap**: 8.84 eV
**SMILES**: COC(=O)CCN(c1ccccc1)S(=O)(=O)c1cc(-c2cc(C)no2)ccc1C
**Relative energy (zero: lowest compared OMol25 entry of this formula, charge and spin)**: 58.2 kcal/mol

Atoms and positions in Å:
C 5.700 0.209 1.190
O 5.184 -0.065 -0.108
C 4.284 -1.040 -0.194
O 3.979 -1.774 0.707
C 3.668 -1.084 -1.579
C 2.494 -0.088 -1.577
N 1.588 -0.389 -0.502
C 0.558 -1.339 -0.643
C 0.483 -2.390 0.263
C -0.573 -3.282 0.192
C -1.546 -3.138 -0.784
C -1.463 -2.099 -1.695
C -0.418 -1.196 -1.625
S 1.504 0.608 0.828
O 1.132 -0.148 1.980
O 2.720 1.370 0.880
C 0.075 1.588 0.336
C -1.112 0.916 0.562
C -2.314 1.409 0.064
C -3.539 0.656 0.231
C -3.782 -0.593 0.748
C -5.178 -0.767 0.586
C -5.998 -1.942 0.970
N -5.701 0.291 0.021
O -4.704 1.175 -0.204
C -2.299 2.619 -0.634
C -1.111 3.291 -0.828
C 0.108 2.783 -0.372
C 1.368 3.533 -0.662
H 4.943 0.745 1.764
H 6.583 0.827 1.044
H 5.954 -0.721 1.700
H 3.298 -2.091 -1.774
H 4.402 -0.791 -2.328
H 1.975 -0.119 -2.541
H 2.881 0.917 -1.402
H 1.250 -2.480 1.015
H -0.633 -4.096 0.899
H -2.369 -3.836 -0.836
H -2.221 -1.983 -2.456
H -0.364 -0.373 -2.324
H -1.077 0.007 1.138
H -3.083 -1.284 1.168
H -5.637 -2.832 0.457
H -5.924 -2.114 2.042
H -7.036 -1.766 0.703
H -3.225 3.017 -1.019
H -1.112 4.229 -1.363
H 1.234 4.589 -0.435
H 1.612 3.453 -1.721
H 2.196 3.144 -0.079

# 2
Computed, not measured: C3H5ClFN3 in the gas phase in a non-equilibrium geometry, with wB97M-V/def2-TZVPD.

Summary:
**Frontier orbital gap (alpha / beta)**: 8.49 / 8.49 eV
**Relative energy (zero: lowest compared OMol25 entry of this formula, charge and spin)**: 102.5 kcal/mol

Atoms and positions in Å:
C 0.979 2.316 -0.434
C 1.643 -0.226 0.646
C -0.796 -0.737 -0.232
N 0.263 1.363 -0.567
N 2.476 0.800 0.831
N 0.294 0.188 -0.102
F 3.463 0.917 -0.176
Cl 2.223 -1.647 -0.334
H 1.355 3.227 -0.795
H 1.270 -0.601 1.602
H -1.006 -1.214 0.728
H -1.674 -0.186 -0.561
H -0.563 -1.510 -0.965

# 3
Computed, not measured: 2 unconnected molecules or ions with the total composition CH2N2OS in a non-equilibrium geometry, with wB97M-V/def2-TZVPD.

Summary:
**Frontier orbital gap (alpha / beta)**: 6.64 / 6.65 eV
**Relative energy (zero: lowest compared OMol25 entry of this formula, charge and spin)**: 70.1 kcal/mol

Atoms and positions in Å:
C 0.573 -1.171 1.558
N 0.683 -2.327 1.489
N 0.071 0.482 -0.828
O -0.940 1.036 -1.686
S 0.510 0.437 1.671
H -0.643 1.973 -1.697
H -0.254 -0.429 -0.508

# 4
Computed, not measured: 2 unconnected molecules or ions with the total composition C5H14O in a non-equilibrium geometry, with wB97M-V/def2-TZVPD.

Summary:
**Frontier orbital gap**: 11.16 eV
**SMILES**: CCC(C)C.O
**Relative energy (zero: lowest compared OMol25 entry of this formula, charge and spin)**: 44.3 kcal/mol

Atoms and positions in Å:
C -0.608 -0.183 2.290
C -1.404 0.756 1.386
C -1.002 0.448 -0.078
C -1.413 1.686 -1.088
C -1.364 -0.903 -0.697
H -0.728 -1.295 2.090
H 0.478 -0.035 2.055
H -0.740 -0.242 3.404
H -2.500 0.894 1.336
H -0.940 1.739 1.568
H 0.172 0.492 -0.253
H -0.929 1.549 -2.099
H -1.003 2.779 -0.714
H -2.494 1.417 -1.023
H -0.870 -1.714 -0.151
H -1.234 -0.898 -1.807
H -2.545 -1.127 -0.629
O 6.388 -1.858 -2.211
H 7.146 -1.716 -1.691
H 5.589 -1.789 -1.687

# 5
Computed, not measured: C7H6 in the gas phase in a non-equilibrium geometry, with wB97M-V/def2-TZVPD.

Summary:
**Frontier orbital gap**: 8.00 eV
**Relative energy (zero: lowest compared OMol25 entry of this formula, charge and spin)**: 88.0 kcal/mol

Atoms and positions in Å:
C -1.938 0.721 -0.630
C 0.213 1.831 0.587
C -1.206 -0.280 -0.587
C -0.917 2.453 0.279
C 0.750 0.507 0.437
C 0.094 -0.551 -0.123
C 0.695 -1.917 -0.221
H -2.852 1.176 -0.904
H 0.887 2.534 1.080
H 1.756 0.334 0.802
H 0.381 -2.521 0.634
H 1.782 -1.869 -0.225
H 0.356 -2.416 -1.128

# 6
Computed, not measured: a molecular structure, C27H30Cl2F10N9O2PrS in a non-equilibrium geometry, with wB97M-V/def2-TZVPD.

Summary:
**Frontier orbital gap (alpha / beta)**: 7.11 / 7.13 eV
**Relative energy (zero: lowest compared OMol25 entry of this formula, charge and spin)**: 0.0 kcal/mol
**2S+1**: 3
**⟨S²⟩**: 2.00

Atoms and positions in Å:
Pr -0.063 -0.036 0.084
C 1.659 -3.928 -1.229
N 1.627 -2.904 -0.197
C 0.997 -3.480 0.985
C 0.975 -2.649 2.249
N 0.314 -1.360 2.171
C -0.019 -0.861 3.397
C 0.293 -1.337 4.680
F 1.135 -2.379 4.872
C -0.193 -0.786 5.856
F 0.135 -1.322 7.034
C -1.009 0.318 5.844
F -1.566 0.790 6.958
C -1.285 0.888 4.624
F -2.076 1.960 4.533
C -0.747 0.314 3.495
F -1.015 0.968 2.341
C 2.993 -2.429 0.059
C 3.267 -1.132 -0.703
N 2.386 -0.059 -0.277
C 3.041 1.090 0.074
C 4.103 1.673 -0.608
F 4.645 1.069 -1.678
C 4.628 2.917 -0.287
F 5.635 3.430 -1.008
C 4.094 3.672 0.728
F 4.582 4.879 1.006
C 3.044 3.145 1.442
F 2.450 3.859 2.400
C 2.588 1.884 1.124
F 1.475 1.473 1.782
H 2.243 -4.812 -0.926
H 0.640 -4.248 -1.459
H 2.118 -3.559 -2.150
H -0.031 -3.728 0.717
H 1.472 -4.444 1.243
H 0.480 -3.318 2.966
H 1.996 -2.531 2.639
H 3.141 -2.239 1.126
H 3.725 -3.193 -0.217
H 4.314 -0.882 -0.505
H 3.220 -1.290 -1.790
C -0.305 -2.232 -3.348
C -1.512 -2.666 -2.519
N -2.209 -1.526 -1.993
C -2.945 -0.661 -2.897
C -2.127 0.341 -3.715
S -1.074 1.352 -2.672
C 0.535 1.229 -3.433
C 1.088 -0.196 -3.597
N 0.554 -1.235 -2.689
H -0.660 -1.833 -4.295
H 0.287 -3.112 -3.609
H -1.181 -3.275 -1.676
H -2.166 -3.301 -3.144
H -2.767 -1.758 -1.187
H -3.662 -0.089 -2.303
H -3.550 -1.241 -3.609
H -2.838 0.993 -4.221
H -1.521 -0.106 -4.483
H 1.160 1.830 -2.763
H 0.532 1.762 -4.387
H 2.159 -0.123 -3.487
H 0.933 -0.523 -4.626
H 1.314 -1.688 -2.223
N -6.274 2.009 0.794
C -4.957 1.730 0.816
N -4.101 2.746 0.780
N -4.687 0.444 0.853
C -3.511 -0.068 0.788
N -2.493 -0.640 0.749
H -6.578 2.928 1.062
H -6.891 1.237 0.959
H -4.415 3.709 0.730
H -3.092 2.582 0.640
Cl -1.102 4.418 2.011
C -0.575 4.297 0.320
Cl -1.705 5.094 -0.802
C -0.503 2.830 -0.055
O -1.493 2.094 0.190
O 0.549 2.402 -0.576
H 0.376 4.821 0.221

# 7
Computed, not measured: 10 unconnected molecules or ions with the total composition C16H44O12 in a non-equilibrium geometry, with wB97M-V/def2-TZVPD.

Summary:
**Frontier orbital gap**: 10.15 eV
**SMILES**: O=C1CCCO1.O=C1CCCO1.CO.CO.CO.CO.CO.CO.CO.CO
**Relative energy (zero: lowest compared OMol25 entry of this formula, charge and spin)**: 8.3 kcal/mol

Atoms and positions in Å:
O -1.339 0.872 0.018
C -0.948 1.437 -0.956
C -1.348 1.106 -2.417
C -0.877 2.333 -3.143
C 0.291 2.775 -2.320
O -0.104 2.506 -0.935
H -0.799 0.177 -2.671
H -2.398 0.902 -2.459
H -0.523 2.189 -4.180
H -1.644 3.138 -3.162
H 1.166 2.263 -2.618
H 0.518 3.820 -2.375
O -0.533 -3.704 -4.096
C -1.144 -4.325 -3.226
C -1.741 -3.732 -2.021
C -2.309 -4.887 -1.186
C -2.209 -6.100 -2.211
O -1.339 -5.658 -3.314
H -1.038 -3.055 -1.516
H -2.633 -3.101 -2.338
H -1.636 -5.090 -0.317
H -3.293 -4.754 -0.891
H -1.823 -6.914 -1.681
H -3.202 -6.252 -2.656
C 0.902 -2.168 0.205
O 1.772 -1.334 0.908
H 0.282 -1.597 -0.576
H 1.459 -3.044 -0.256
H 0.168 -2.586 0.935
H 1.392 -1.004 1.683
C 1.732 4.024 2.950
O 2.797 4.113 2.002
H 1.488 5.045 3.192
H 0.922 3.389 2.596
H 2.134 3.645 3.886
H 3.034 3.201 1.838
C -1.624 1.004 3.275
O -0.465 1.768 2.833
H -1.382 -0.052 3.502
H -1.859 1.498 4.198
H -2.443 1.063 2.627
H -0.368 1.645 1.859
C 2.259 -0.179 -1.957
O 2.167 0.821 -0.941
H 1.212 -0.477 -2.232
H 2.659 0.245 -2.863
H 3.027 -0.855 -1.616
H 2.398 0.194 -0.261
C 2.115 -0.263 4.190
O 1.052 -0.538 3.291
H 1.724 -0.139 5.225
H 2.754 -1.175 4.140
H 2.677 0.547 3.804
H 0.527 0.258 3.421
C -2.569 -1.183 -5.202
O -1.241 -1.198 -4.983
H -2.795 -1.521 -6.249
H -3.216 -1.789 -4.579
H -2.880 -0.135 -5.109
H -0.996 -2.132 -4.901
C 5.332 5.564 3.974
O 5.336 5.012 2.707
H 4.281 5.467 4.526
H 6.011 4.938 4.501
H 5.573 6.641 3.977
H 4.493 5.000 2.337
C -3.654 -1.472 1.866
O -3.479 -0.882 0.615
H -4.170 -0.781 2.543
H -4.231 -2.348 1.763
H -2.709 -1.787 2.346
H -2.697 -0.392 0.683

# 8
Computed, not measured: 4 unconnected molecules or ions with the total composition C2H10O5 in a non-equilibrium geometry, with wB97M-V/def2-TZVPD.

Summary:
**Frontier orbital gap (alpha / beta)**: 8.95 / 3.53 eV
**Charge**: +1
**Relative energy (zero: lowest compared OMol25 entry of this formula, charge and spin)**: 11.8 kcal/mol
**2S+1**: 2
**⟨S²⟩**: 0.76

Atoms and positions in Å:
O -0.442 0.021 0.071
C -0.413 0.900 -0.763
O 0.575 0.906 -1.669
C -1.128 2.220 -0.767
H 1.100 0.065 -1.756
H -0.844 2.780 -1.667
H -0.653 2.847 0.000
H -2.197 2.225 -0.656
H 0.098 -1.862 -0.242
H 0.088 -3.336 0.381
O 0.307 -2.787 -0.370
H -0.618 0.819 4.592
H -1.312 0.176 3.355
O -1.477 0.570 4.222
H 2.221 -2.069 -2.318
H 2.184 -1.974 -0.816
O 2.509 -1.502 -1.600